# C16H21AsAuN3S2

A structure of composition C16H21AsAuN3S2 (the ωB97M-V functional and the def2-TZVPD basis, the OMol25 dataset).

Structure (ORCA input):
```
! wB97M-V def2-TZVPD RIJCOSX def2/J DEFGRID3
* xyz 2 1
C -1.526 -4.163 0.636
C 0.660 3.138 3.078
H 0.141 5.170 0.588
H 0.470 3.699 3.993
C -0.799 5.055 1.123
N -0.247 -2.267 -0.023
C -1.943 -0.867 4.047
H -1.089 0.985 3.394
C -1.102 -2.862 0.844
H 3.551 0.960 -3.384
Au -0.008 -0.195 0.314
C 1.051 1.904 -2.754
H -1.404 -5.866 -0.656
C -0.239 -4.213 -1.382
H 0.879 1.709 -3.813
H -0.876 5.801 1.914
As -0.862 3.314 1.918
C -1.083 -4.848 -0.481
N 3.087 0.495 -2.618
C 2.637 -0.862 -0.988
S -2.184 -2.432 3.430
H 4.563 -0.977 -2.080
H -2.782 2.194 3.124
C -1.351 -0.025 3.146
H 2.661 -1.605 -0.212
C 1.866 0.815 -2.158
H -2.209 -4.620 1.338
H 0.090 1.988 -2.260
H 0.853 2.096 3.312
H -2.248 -0.639 5.056
C -1.112 -0.674 1.913
H 1.568 2.860 -2.666
H -1.637 5.159 0.436
H -3.298 3.622 2.197
H 1.518 3.560 2.556
H -2.457 3.837 3.753
C -1.486 -1.994 1.934
S -0.769 2.011 0.188
C 0.151 -2.916 -1.125
C 3.591 -0.557 -1.894
H 0.113 -4.709 -2.274
C -2.534 3.218 2.859
H 0.797 -2.379 -1.800
N 1.558 -0.002 -1.159
*
```

Output
HOMO: -14.35 eV
relative energy (zero: lowest compared OMol25 entry of this formula, charge and spin): 0.0000 eV
maximum force: 0.38 eV/A
HOMO-LUMO gap: 7.34 eV
electronic energy: -3953.87933 a.u.

# C24H57NOP2Si4Zr

A structure of composition C24H57NOP2Si4Zr in a non-equilibrium geometry (the ωB97M-V functional and the def2-TZVPD basis, the OMol25 dataset).

Structure (ORCA input):
```
! wB97M-V def2-TZVPD RIJCOSX def2/J DEFGRID3
* xyz 0 1
H 2.888 -2.730 -3.677
H 0.157 -4.138 2.367
C 3.239 1.597 1.874
H 0.076 3.106 -7.277
H 3.004 0.097 -3.824
H -2.778 2.768 0.401
H -1.873 3.043 -1.113
C -2.203 -1.554 3.614
C -0.190 3.713 2.493
H -3.091 0.461 -3.349
C -3.270 1.257 2.917
C -0.443 -3.634 1.595
H 3.104 1.254 4.677
H 1.108 -5.410 -0.812
H 2.912 1.149 -2.384
C -1.892 3.249 -0.035
H -3.809 1.175 3.871
C 2.028 1.248 4.449
P 2.655 -1.196 -1.816
C 3.570 -1.206 -0.253
C 3.278 -2.690 -2.649
P -2.635 -0.963 -1.460
C -3.280 0.542 -2.269
H -0.317 4.770 2.228
H 0.947 4.453 -0.526
H 1.654 2.277 4.513
O 0.092 -2.608 -0.541
H 3.049 2.663 2.069
C 0.139 -5.057 -0.428
Zr 0.056 -0.790 -1.171
H -2.013 4.337 0.075
H -2.763 1.437 -1.890
H 0.047 0.638 -7.586
H 2.139 3.348 0.169
Si -0.263 2.811 0.822
Si 1.898 0.516 2.704
H -4.358 0.638 -2.085
H -1.420 -4.154 1.501
H 1.455 -1.729 3.731
H -0.997 3.433 3.182
C 0.045 2.443 -6.415
H 4.630 -1.389 -0.458
H -2.932 -1.697 0.830
H -4.641 -2.190 -2.068
N -0.005 0.003 -2.995
H -0.596 -5.006 -1.255
H 3.182 -1.999 0.404
H -1.349 -2.166 3.934
H -3.309 -2.457 -3.243
H 4.420 0.220 -2.714
H 3.189 -1.449 3.446
H 4.378 -2.677 -2.673
C -0.020 2.159 -4.008
H 2.938 -3.582 -2.100
H 3.337 1.490 0.791
H 0.763 3.608 3.025
H -3.087 2.319 2.717
H 4.197 1.345 2.353
Si -0.117 0.559 1.484
H -0.636 -2.590 1.916
H -0.593 1.844 4.824
H -1.946 0.902 5.500
C 2.186 -1.341 3.005
H -0.045 2.590 -3.002
H -3.023 0.079 0.664
C 1.151 3.395 -0.300
H 2.114 -1.974 2.114
C -0.019 0.731 -4.128
C 0.028 1.042 -6.567
H 1.541 0.624 5.203
H -0.364 0.128 5.314
C -3.560 -2.352 -2.178
H -2.740 -2.087 2.822
H -2.889 -1.479 4.471
H -3.284 -3.278 -1.651
H 3.458 -0.246 0.266
H -4.425 -0.939 0.199
H -0.018 -0.886 -5.622
C -1.054 0.851 4.863
C 0.343 -3.724 0.291
H -0.201 -5.807 0.303
H 0.049 4.061 -4.973
Si -1.706 0.231 3.210
H -3.931 0.862 2.139
H 1.419 -3.655 0.556
C 0.026 2.980 -5.115
C 3.323 0.204 -2.775
C -0.007 0.198 -5.469
C -3.329 -0.875 0.215
H 1.215 2.856 -1.255
*
```

Output
HOMO: -6.39 eV
maximum force: 2.57 eV/A
HOMO-LUMO gap: 6.39 eV
electronic energy: -2966.48776 a.u.

# C19H21N5O3S2

An isolated molecule of C19H21N5O3S2 in a non-equilibrium geometry (the ωB97M-V functional and the def2-TZVPD basis, the OMol25 dataset).

Structure (ORCA input):
```
! wB97M-V def2-TZVPD RIJCOSX def2/J DEFGRID3
* xyz 0 1
H -3.655 -2.660 -2.604
H 0.534 3.715 -1.705
N 1.774 -0.077 -2.147
H -2.788 -3.433 0.964
H 2.735 1.278 1.913
C -1.827 2.718 -0.996
C -0.758 2.989 -0.152
H 2.997 -2.929 1.330
H 4.429 -1.965 0.884
C -3.268 2.418 0.900
H 1.183 -0.777 2.780
O 2.189 1.941 1.323
C 3.349 -2.058 0.783
C 2.242 -0.661 -1.049
H -2.343 2.647 2.817
H 1.194 3.879 -0.050
H 1.618 -0.626 -2.985
C -0.952 2.955 1.222
C 0.615 3.247 -0.724
H -3.907 2.246 -1.136
H -3.447 -0.503 -1.362
C -3.373 -0.993 -0.390
C 0.205 -1.105 1.051
O 3.337 -0.105 2.206
H -0.120 3.152 1.882
H -4.245 2.206 1.310
C -3.078 2.442 -0.471
H -3.912 -0.398 0.348
C -2.201 2.671 1.746
H -1.674 2.724 -2.064
N 2.451 0.057 0.046
C 1.303 1.916 -0.878
C 1.154 1.212 -2.122
H -4.172 -2.588 1.665
S -1.411 -0.777 1.659
C -3.833 -3.174 0.812
N -0.980 -1.316 -0.800
N 0.218 -1.367 -0.222
H -3.866 -4.168 -1.711
O 0.604 1.599 -3.125
C 1.967 1.349 0.177
S 2.930 -2.246 -0.972
N 1.304 -1.078 1.823
C 2.693 -0.761 1.334
C -3.436 -3.170 -1.669
H -2.357 -3.257 -1.576
H -4.408 -4.096 0.781
C -1.945 -1.044 -0.009
H -5.083 -2.241 -0.657
C -4.011 -2.396 -0.488
*
```

Output
HOMO: -8.66 eV
relative energy (zero: lowest compared OMol25 entry of this formula, charge and spin): 0.9884 eV
maximum force: 1.24 eV/A
HOMO-LUMO gap: 9.06 eV
electronic energy: -2032.53026 a.u.

# C4H12

A cluster of 2 separate species, C4H12 in total in a non-equilibrium geometry (the ωB97M-V functional and the def2-TZVPD basis, the OMol25 dataset).

Structure (ORCA input):
```
! wB97M-V def2-TZVPD RIJCOSX def2/J DEFGRID3
* xyz 0 1
H -0.738 -1.101 1.316
C 2.464 1.237 0.079
H -1.931 -2.748 -0.338
C -2.389 -1.975 0.283
C -1.439 -0.798 0.537
H -2.009 0.070 0.845
H 1.338 0.900 -1.801
H 2.033 0.891 1.013
H -0.854 -0.640 -0.364
H 2.943 2.189 0.302
H -3.285 -1.683 -0.239
H -2.691 -2.472 1.205
H 3.201 0.610 -0.417
H 0.346 1.290 -0.499
C 1.322 1.546 -0.929
H 1.185 2.575 -1.263
*
```

Output
HOMO: -11.63 eV
relative energy (zero: lowest compared OMol25 entry of this formula, charge and spin): 0.3446 eV
maximum force: 1.88 eV/A
HOMO-LUMO gap: 12.79 eV
SMILES: CC.CC
electronic energy: -159.57231 a.u.

# C31H44HfN4OP2

A structure of composition C31H44HfN4OP2 in a non-equilibrium geometry (the ωB97M-V functional and the def2-TZVPD basis, the OMol25 dataset).

Structure (ORCA input):
```
! wB97M-V def2-TZVPD RIJCOSX def2/J DEFGRID3
* xyz 2 1
C -0.011 -0.301 -6.471
H 3.774 -0.788 2.901
H -2.321 -0.347 -2.138
H -1.132 -1.884 -1.365
C 0.845 -1.059 -0.725
H 1.812 2.408 -5.148
C -1.355 -0.514 -5.745
C -0.517 -1.745 -0.458
C -1.135 2.389 -7.094
H -5.617 -3.421 0.643
H 1.405 1.460 4.567
N -2.884 -1.659 1.172
H -4.428 -3.882 3.050
N -2.149 0.551 -0.208
H 5.028 -3.208 3.153
P 1.566 -0.493 0.913
C -4.724 -2.957 1.022
H 1.064 0.077 7.752
C -2.159 0.713 -5.448
H 0.009 3.765 -5.883
H -2.794 2.703 -5.718
H -1.114 1.200 7.497
C -2.331 1.852 0.291
C 2.945 -2.967 0.592
H -2.960 0.538 -4.714
H 3.977 -0.149 -1.055
C -2.961 -2.406 2.361
C 4.324 -2.911 2.397
C 3.665 0.792 -0.629
C 1.815 0.719 3.840
C 1.242 0.073 6.657
H -0.961 1.646 -7.882
C -4.095 -3.199 2.293
C -2.074 1.922 -6.020
C 1.014 1.923 -5.727
H 2.700 1.056 3.399
H -2.116 2.084 1.329
C -0.756 -1.414 6.425
P -1.426 -0.747 0.804
H 1.718 2.416 1.460
H -3.111 3.675 -0.662
O -0.404 -0.265 4.570
N 2.658 0.825 0.336
H 0.471 -1.296 -6.525
H 1.651 0.020 -5.094
H -0.184 0.024 -7.505
H 4.854 2.403 -1.573
H 4.106 -4.755 1.109
H -1.949 -1.244 -6.325
C 4.096 2.100 -0.868
H 0.803 3.302 -7.378
H -2.213 -2.257 3.131
C -2.822 2.645 -0.739
C -3.954 -2.011 0.347
H 1.544 -1.733 -1.249
H -0.391 -2.725 0.049
H 2.342 -3.201 -0.268
C 2.451 2.156 0.708
H 0.735 -0.144 -1.339
H -1.152 -1.005 -4.777
H -1.616 3.260 -7.579
H 3.393 4.024 0.057
C 0.210 2.901 -6.537
H -1.699 -1.482 5.853
H -0.064 -2.175 6.006
C 3.717 -1.671 2.283
C -0.183 -0.067 6.056
N 2.874 -1.687 1.155
H -0.879 -1.467 7.516
H 2.022 -0.144 4.486
Hf -0.044 0.281 2.717
H -0.432 2.112 6.077
H -4.056 -1.535 -0.616
H 1.925 -0.761 6.500
C 3.329 2.955 -0.014
H -3.241 2.124 -2.898
C 0.930 0.586 -5.708
C -2.455 0.558 -1.563
C 3.841 -3.732 1.321
C -0.961 1.193 6.399
C -2.898 1.834 -1.917
H -1.921 1.143 5.869
H 1.794 1.004 6.498
*
```

Output
HOMO: -12.69 eV
maximum force: 7.32 eV/A
HOMO-LUMO gap: 3.83 eV
electronic energy: -2231.90288 a.u.

# C48H46N7PPdS5

A structure of composition C48H46N7PPdS5 (the ωB97M-V functional and the def2-TZVPD basis, the OMol25 dataset).

Structure (ORCA input):
```
! wB97M-V def2-TZVPD RIJCOSX def2/J DEFGRID3
* xyz -2 1
H 1.270 -4.965 0.237
C -2.264 -2.666 1.654
H 0.558 -4.112 -3.910
H 7.277 1.137 0.807
N -5.923 0.911 -2.582
N 0.573 1.086 0.359
H -0.249 -1.141 -0.946
C 0.927 -4.705 -1.879
S 1.782 1.999 -0.256
C 4.114 -3.624 -0.836
C -0.040 2.320 -2.295
H 3.792 -2.174 2.028
H -7.858 1.545 -0.114
H -4.140 3.245 -0.884
H -2.243 -1.709 1.143
N 0.075 -1.078 1.622
H 7.441 -0.084 2.954
H 3.327 2.583 -2.560
C -6.641 -0.076 -1.780
C 0.915 -4.310 -0.550
C -4.466 0.704 -2.479
C 4.520 -0.806 0.545
H -3.961 1.437 -3.117
H -4.409 -4.933 2.980
C 5.646 -1.217 2.619
N -6.075 2.453 -0.673
H 1.285 -5.692 -2.146
H 2.621 2.469 5.481
C 0.523 -3.816 -2.868
H 0.368 3.276 6.206
H -1.629 2.674 4.915
C -0.614 1.517 3.438
C 2.289 2.652 -2.855
C -0.656 2.316 4.602
C -1.063 -4.473 2.718
S -2.108 1.189 2.616
C -6.291 2.240 -2.099
C 1.729 2.209 4.925
C 0.486 -3.035 -0.209
H -2.273 -5.998 3.628
C 0.584 2.977 -4.524
S 1.108 0.137 1.607
C -4.636 2.428 -0.351
N 2.958 0.203 -1.526
C 0.101 -2.541 -2.521
H 4.648 -3.223 -4.645
C 4.585 -1.479 1.759
H 5.185 -5.371 -3.538
H -1.318 5.263 1.872
H 4.827 -5.627 -1.101
H -0.194 -1.828 -3.282
C -5.044 -0.265 0.019
C 0.559 6.157 1.320
C 0.074 -2.147 -1.188
H -7.357 2.385 -2.304
N 1.681 -3.229 2.266
H -0.100 -4.892 2.987
H 3.912 -3.737 0.225
C 0.471 2.654 5.323
H -4.830 -1.303 -0.252
C 1.923 2.988 -4.148
H -4.398 -2.790 1.738
H 2.774 1.057 3.446
C -3.467 -4.470 2.706
H 2.525 6.754 0.690
H 0.300 7.136 1.707
N -6.439 0.045 -0.341
C -1.072 -3.285 2.011
H 5.700 -1.731 3.573
S 3.066 -0.989 -0.592
H -4.495 2.617 0.717
S 0.561 -2.621 1.562
H -6.336 -1.076 -2.096
H 2.689 3.234 -4.874
H -1.437 2.608 -3.889
H 5.321 0.688 -0.722
C 1.807 5.944 0.749
C -0.350 5.111 1.410
H 0.307 3.225 -5.542
P -3.752 0.839 -0.752
C 2.140 4.684 0.271
H 3.752 -1.305 -3.258
H -0.788 2.033 -1.560
C 6.621 -0.288 2.275
C -6.785 1.406 0.057
C 1.297 2.325 -1.943
C 6.527 0.398 1.068
C 1.222 3.646 0.351
H -7.712 0.043 -1.982
H -6.582 1.523 1.124
C 0.675 1.081 3.059
C -2.269 -5.069 3.069
C -0.393 2.635 -3.601
C 4.507 -3.332 -3.575
C 4.017 -2.268 -2.826
C 5.466 0.147 0.211
C 4.807 -4.538 -2.955
C -3.463 -3.269 2.003
C 3.836 -2.416 -1.464
H -0.723 3.025 1.012
H -5.723 2.988 -2.658
H 3.119 4.500 -0.159
C -0.024 3.851 0.926
H -4.924 -0.188 1.104
Pd -1.855 0.735 0.194
C 1.811 1.423 3.790
H -4.221 -0.283 -2.882
C 4.609 -4.680 -1.585
*
```

Output
HOMO: -1.31 eV
relative energy (zero: lowest compared OMol25 entry of this formula, charge and spin): 4.1882 eV
maximum force: 0.52 eV/A
HOMO-LUMO gap: 5.50 eV
electronic energy: -4699.95059 a.u.

# C4H5NO2S

An isolated molecule of C4H5NO2S in a non-equilibrium geometry (the ωB97M-V functional and the def2-TZVPD basis, the OMol25 dataset).

Structure (ORCA input):
```
! wB97M-V def2-TZVPD RIJCOSX def2/J DEFGRID3
* xyz 0 1
O 2.621 -1.366 -0.026
H -1.847 1.664 0.601
H 0.636 2.494 -0.513
H -1.992 -1.629 -0.001
O 0.538 -0.630 0.405
C -0.135 0.566 0.277
H -1.799 0.300 1.676
H 2.832 1.291 -0.649
C 1.828 -0.469 0.013
N 1.970 0.866 -0.315
S -2.624 -0.460 -0.394
C 0.730 1.490 -0.210
C -1.573 0.605 0.648
*
```

Output
HOMO: -8.65 eV
relative energy (zero: lowest compared OMol25 entry of this formula, charge and spin): 0.8540 eV
maximum force: 1.48 eV/A
HOMO-LUMO gap: 9.25 eV
SMILES: O=c1[nH]cc(CS)o1
electronic energy: -758.84873 a.u.

# C4H6N

The ion C4H6N with charge +1 in a non-equilibrium geometry (the ωB97M-V functional and the def2-TZVPD basis, the OMol25 dataset).

Structure (ORCA input):
```
! wB97M-V def2-TZVPD RIJCOSX def2/J DEFGRID3
* xyz 1 1
H -2.024 1.357 0.644
H 2.977 -2.032 0.515
C 1.351 -1.200 0.522
H -1.675 1.572 -0.985
N -0.073 0.912 -0.040
C -1.493 0.933 -0.246
C 0.301 -0.385 0.265
C 2.446 -1.537 0.043
H -1.828 -0.100 -0.393
H -0.562 -1.011 0.167
H 0.580 1.491 -0.492
*
```

Output
HOMO (spin up / spin down): -16.05 / -16.05 eV
relative energy (zero: lowest compared OMol25 entry of this formula, charge and spin): 5.2519 eV
maximum force: 15.55 eV/A
HOMO-LUMO gap (spin up / spin down): 8.85 / 8.85 eV
SMILES: C#C/C=[NH+]/C
electronic energy: -210.26304 a.u.

Question: Which of these has the lowest maximum force?
Answer: C16H21AsAuN3S2

Question: Which value of maximum force does entry 7 give?
Answer: 1.48 eV/A